# C6H10NO

2 unconnected molecules or ions with the total composition C6H10NO in a non-equilibrium geometry (the ωB97M-V functional and the def2-TZVPD basis, the Open Molecules 2025 dataset).

```
18
Properties=species:S:1:pos:R:3:mulliken_charge:R:1
C 1.19 1.87 -1.50 -0.34
C 1.06 1.08 -0.45 0.26
C -2.33 -0.91 -2.01 -0.01
C 2.44 1.49 -0.82 -0.60
C -0.57 -1.43 2.12 -0.88
C 0.65 -0.56 1.16 -0.02
N 0.25 0.21 0.25 0.04
O -2.00 -0.17 -1.10 -0.54
H 0.88 2.55 -2.29 0.38
H -3.18 -0.85 -2.68 0.27
H -1.86 -1.88 -2.26 0.22
H 2.98 0.76 -1.36 0.20
H 3.03 2.10 -0.25 0.29
H -0.10 -2.13 2.82 0.33
H -0.98 -1.90 1.20 0.31
H -1.12 -0.71 2.60 0.34
H 1.62 -0.34 1.52 0.42
H -0.78 0.05 -0.10 0.33
```

Results
HOMO-LUMO gap = 8.848 eV
Total energy = -9909.81154 eV
Net charge = +1
Relative energy (zero: lowest compared OMol25 entry of this formula, charge and spin) = 4.582 eV

# C4H10O

A single C4H10O molecule in a non-equilibrium geometry (the ωB97M-V functional and the def2-TZVPD basis, the Open Molecules 2025 dataset).

```
15
Properties=species:S:1:pos:R:3:mulliken_charge:R:1
C 1.75 -0.60 0.07 -0.90
C 1.01 0.64 -0.17 -0.43
C -0.34 0.42 0.30 -0.37
C -1.27 -0.59 -0.29 -0.72
O -2.70 -0.05 0.18 -0.55
H 1.57 -0.79 1.27 0.21
H 2.83 -0.65 -0.12 0.37
H 0.83 -1.24 -0.29 0.19
H 1.06 1.05 -1.20 0.33
H 1.39 1.61 0.16 0.33
H -0.12 0.28 1.42 0.16
H -0.83 1.24 -0.05 0.33
H -1.23 -0.69 -1.37 0.28
H -0.99 -1.39 0.27 0.47
H -2.95 0.77 -0.19 0.29
```

Results
HOMO-LUMO gap = 11.418 eV
Total energy = -6354.26487 eV
Structure (SMILES) = CCCCO
Net charge = 0
Relative energy (zero: lowest compared OMol25 entry of this formula, charge and spin) = 3.538 eV

# C31H55BeNO2P

A molecular structure, C31H55BeNO2P in a non-equilibrium geometry (the ωB97M-V functional and the def2-TZVPD basis, the Open Molecules 2025 dataset).

```
91
Properties=species:S:1:pos:R:3:mulliken_charge:R:1
O -1.80 0.98 -2.20 -0.29
C -3.06 0.91 -1.48 -0.49
C -3.84 1.22 -2.74 -0.40
H -3.12 1.69 -0.71 0.28
H -3.22 -0.08 -1.06 0.14
C -2.47 1.33 -3.43 1.81
H -4.38 2.16 -2.68 -0.05
H -4.47 0.41 -3.10 0.29
C -2.07 2.72 -3.84 -1.76
H -2.24 3.43 -3.02 0.38
H -2.63 3.07 -4.72 0.44
H -1.00 2.74 -4.09 0.33
C -2.20 0.33 -4.52 -1.53
H -2.72 -0.62 -4.35 0.36
H -1.13 0.12 -4.60 0.02
H -2.53 0.72 -5.49 0.48
Be 1.21 -0.89 -0.22 -1.68
C 0.78 -2.74 -1.90 -1.20
C 0.21 -2.51 -0.57 1.12
C -1.15 -2.04 -0.80 -1.23
H 0.51 -3.05 0.33 0.53
C -1.39 -2.03 -2.18 -0.50
C -0.20 -2.44 -2.86 -0.89
H -0.09 -2.50 -3.94 0.32
H 1.79 -3.10 -2.09 0.46
H -1.87 -1.81 -0.01 0.32
H -2.34 -1.84 -2.67 0.73
C 2.47 -0.07 -1.64 0.65
C 2.12 -0.18 -3.02 -1.80
C 1.16 0.80 -3.32 -0.15
H 2.52 -0.92 -3.72 0.31
C 0.88 1.54 -2.14 -1.10
C 1.68 1.01 -1.08 0.01
H 1.80 1.49 -0.10 0.25
H 3.36 -0.53 -1.18 0.26
H 0.73 1.00 -4.30 0.77
H 0.24 2.41 -2.05 0.37
O -5.85 3.11 -2.12 -0.38
C -6.42 3.40 -3.43 -0.39
C -7.75 4.15 -3.26 -0.49
H -6.58 2.44 -3.95 0.26
H -5.68 3.99 -4.00 0.25
C -8.08 4.04 -1.75 -0.48
H -8.54 3.70 -3.88 0.29
H -7.61 5.20 -3.54 0.24
C -6.75 3.61 -1.10 -0.56
H -8.83 3.25 -1.60 0.26
H -8.45 4.99 -1.35 0.29
H -6.89 2.83 -0.34 0.28
H -6.28 4.49 -0.62 0.28
C 5.04 -0.22 3.65 -2.03
C 4.40 -0.41 2.27 2.21
C 4.30 0.95 1.55 -1.57
C 5.31 -1.31 1.41 -1.88
P 2.68 -1.18 2.44 -0.45
N 1.94 -0.94 1.09 1.99
C 2.80 -3.04 2.75 2.31
C 3.82 -3.35 3.85 -2.06
C 1.43 -3.59 3.18 -1.94
C 3.20 -3.79 1.46 -1.64
C 1.61 -0.31 3.73 2.20
C 1.80 1.21 3.60 -1.78
C 0.12 -0.63 3.48 -1.60
C 2.02 -0.75 5.14 -1.89
H 6.07 0.14 3.49 0.54
H 5.11 -1.16 4.22 0.28
H 4.52 0.53 4.26 0.25
H 5.33 1.31 1.37 0.54
H 3.79 0.85 0.59 0.36
H 3.79 1.71 2.15 0.27
H 5.59 -2.24 1.92 0.29
H 4.85 -1.54 0.44 0.17
H 6.24 -0.75 1.21 0.61
H 3.60 -2.82 4.78 0.28
H 3.75 -4.43 4.06 0.56
H 4.86 -3.14 3.54 0.26
H 0.64 -3.31 2.48 0.24
H 1.50 -4.69 3.19 0.62
H 1.16 -3.28 4.20 0.31
H 2.52 -3.53 0.64 0.13
H 4.22 -3.59 1.15 0.34
H 3.11 -4.87 1.66 0.58
H 1.60 1.55 2.58 0.12
H 1.07 1.71 4.26 0.61
H 2.79 1.55 3.92 0.32
H -0.14 -1.65 3.78 0.28
H -0.51 0.06 4.05 0.50
H -0.12 -0.51 2.41 0.22
H 1.79 -1.80 5.34 0.22
H 3.08 -0.56 5.33 0.26
H 1.44 -0.14 5.86 0.54
```

Results
HOMO-LUMO gap = 5.251 eV
Total energy = -48313.56813 eV
Net charge = -1
Relative energy (zero: lowest compared OMol25 entry of this formula, charge and spin) = 0.000 eV

# C50H48N3O6PSTi

A molecular structure, C50H48N3O6PSTi in a non-equilibrium geometry (the ωB97M-V functional and the def2-TZVPD basis, the Open Molecules 2025 dataset).

```
110
Properties=species:S:1:pos:R:3:mulliken_charge:R:1
Ti -0.22 0.59 -0.48 -1.07
O -2.38 0.80 2.84 -0.64
C -2.09 0.69 1.68 0.16
O -0.89 0.42 1.23 1.49
C -3.10 0.82 0.57 0.58
C -4.43 1.13 0.88 -1.53
C -5.33 1.19 -0.14 -0.95
C -4.90 0.92 -1.46 1.06
C -5.79 0.98 -2.55 -0.91
C -5.34 0.73 -3.82 -0.79
C -4.00 0.36 -4.03 -0.87
C -3.11 0.29 -2.99 -0.23
C -3.52 0.59 -1.67 -0.59
N -2.64 0.57 -0.64 1.44
H -4.68 1.32 1.91 0.69
H -6.37 1.44 0.04 0.52
H -6.82 1.25 -2.36 0.48
H -6.02 0.78 -4.66 0.43
H -3.67 0.14 -5.03 0.53
H -2.08 0.02 -3.17 0.29
N 0.24 4.39 -1.17 -0.32
C 0.28 3.96 -2.56 -0.90
C -0.31 2.56 -2.70 0.33
O -0.64 2.07 -3.75 -0.55
O -0.41 1.90 -1.57 0.30
H -0.71 4.64 -0.92 0.21
H 0.80 5.23 -1.06 0.27
H 1.32 3.89 -2.90 0.30
H -0.25 4.63 -3.26 0.45
C 2.35 0.40 -3.96 -1.58
C 1.89 -0.91 -3.32 0.24
C 0.38 -1.07 -3.46 -1.09
C 2.28 -1.00 -1.83 0.42
C 3.80 -1.09 -1.67 -0.69
O 4.16 0.23 -1.29 -0.40
C 3.06 0.89 -0.97 -0.02
N 1.94 0.25 -1.12 1.18
C 3.32 2.27 -0.53 -0.67
C 4.51 2.86 -0.95 -1.04
C 4.83 4.15 -0.57 -0.96
C 3.94 4.89 0.19 -0.77
C 2.78 4.30 0.66 -1.02
C 2.47 2.98 0.33 1.39
P 1.03 2.12 1.03 2.95
C 0.07 3.36 1.94 0.40
C 0.63 3.98 3.06 -0.64
C -0.08 4.96 3.73 -0.86
C -1.35 5.32 3.29 -0.97
C -1.92 4.68 2.19 -1.22
C -1.21 3.69 1.52 -0.25
C 1.71 1.13 2.41 1.23
C 0.85 0.87 3.48 -0.74
C 1.22 0.01 4.50 -0.93
C 2.47 -0.59 4.48 -0.80
C 3.35 -0.30 3.44 -0.72
C 2.97 0.54 2.40 -0.46
H 2.17 0.37 -5.02 0.52
H 3.42 0.57 -3.81 0.38
H 1.81 1.24 -3.54 0.10
H 2.39 -1.75 -3.82 0.64
H -0.10 -0.31 -2.82 -0.05
H 0.07 -2.06 -3.15 0.27
H 0.07 -0.91 -4.49 0.69
H 1.77 -1.84 -1.36 -0.55
H 4.32 -1.36 -2.59 0.41
H 4.12 -1.76 -0.88 0.10
H 5.21 2.30 -1.55 0.61
H 5.77 4.58 -0.88 0.47
H 4.17 5.91 0.45 0.49
H 2.10 4.85 1.29 0.62
H 1.61 3.69 3.40 0.61
H 0.35 5.45 4.59 0.49
H -1.90 6.09 3.80 0.47
H -2.91 4.95 1.87 0.53
H -1.65 3.18 0.66 0.59
H -0.13 1.34 3.52 0.25
H 0.53 -0.19 5.31 0.52
H 2.76 -1.27 5.26 0.46
H 4.35 -0.72 3.45 0.51
H 3.67 0.73 1.60 0.32
O -0.30 -1.27 -0.51 -0.14
S -1.39 -2.10 0.18 0.24
C -0.70 -2.57 1.82 -0.72
C 0.63 -3.24 1.73 -0.59
C 1.76 -2.50 1.40 1.23
C 2.98 -3.13 1.27 -0.66
C 3.08 -4.51 1.43 -1.09
C 1.96 -5.25 1.78 -0.83
C 0.74 -4.61 1.94 -0.45
C -1.14 -3.68 -0.72 -0.51
C -2.06 -4.74 -0.23 0.23
C -1.60 -6.03 0.03 -0.42
C -2.47 -7.01 0.46 -0.75
C -3.81 -6.71 0.64 -0.52
C -4.28 -5.43 0.40 -0.88
C -3.41 -4.45 -0.04 -0.20
H -1.45 -3.22 2.26 0.89
H -0.65 -1.63 2.37 -0.04
H 1.68 -1.42 1.28 -0.18
H 3.87 -2.56 1.07 0.68
H 4.03 -5.00 1.30 0.49
H 2.04 -6.31 1.93 0.47
H -0.13 -5.18 2.24 0.66
H -0.09 -3.94 -0.61 0.33
H -1.36 -3.43 -1.77 0.83
H -0.55 -6.26 -0.12 0.52
H -2.11 -8.00 0.67 0.43
H -4.50 -7.48 0.97 0.42
H -5.32 -5.20 0.55 0.44
H -3.77 -3.45 -0.24 0.48
```

Results
HOMO-LUMO gap = 7.725 eV
Total energy = -112615.96201 eV
Net charge = +2
Relative energy (zero: lowest compared OMol25 entry of this formula, charge and spin) = 0.732 eV

# C5H8

A single C5H8 molecule in a non-equilibrium geometry (the ωB97M-V functional and the def2-TZVPD basis, the Open Molecules 2025 dataset).

```
13
Properties=species:S:1:pos:R:3:mulliken_charge:R:1
C -1.54 0.57 1.54 -1.13
C -0.26 0.53 0.85 0.40
C 0.85 0.56 0.37 -0.14
C 1.68 0.07 -0.73 -0.43
C 0.32 -0.88 -1.38 -0.89
H -1.40 1.21 2.42 0.28
H -2.33 1.00 0.92 0.28
H -1.87 -0.42 1.88 0.28
H 2.07 0.91 -1.33 0.29
H 2.56 -0.48 -0.34 0.29
H 0.20 -1.46 -0.48 0.24
H 0.01 -1.59 -2.20 0.30
H -0.31 -0.02 -1.52 0.24
```

Results
HOMO-LUMO gap = 10.215 eV
Total energy = -5310.95794 eV
Structure (SMILES) = CC#CCC
Net charge = 0
Relative energy (zero: lowest compared OMol25 entry of this formula, charge and spin) = 3.209 eV

# C4H6N2

A molecular structure, C4H6N2 in a non-equilibrium geometry (the ωB97M-V functional and the def2-TZVPD basis, the Open Molecules 2025 dataset).

```
12
Properties=species:S:1:pos:R:3:mulliken_charge:R:1
C 0.63 -0.94 -1.76 -1.03
C 0.26 -0.41 -0.42 0.30
C -0.79 0.54 -0.34 -0.32
N -0.88 1.30 0.83 -0.61
C -0.37 0.21 1.40 0.25
N 0.93 -0.41 0.82 -0.40
H 1.18 -0.11 -2.23 0.27
H -0.35 -1.26 -2.44 0.26
H 1.45 -1.69 -1.79 0.32
H -1.59 0.49 -1.04 0.38
H -1.10 -0.44 1.85 0.30
H 1.63 0.35 0.81 0.28
```

Results
HOMO-LUMO gap = 7.440 eV
Total energy = -7220.03499 eV
Net charge = 0
Relative energy (zero: lowest compared OMol25 entry of this formula, charge and spin) = 5.556 eV

# C25H41Cl3N3O3PbSSi

A molecular structure, C25H41Cl3N3O3PbSSi in a non-equilibrium geometry (the ωB97M-V functional and the def2-TZVPD basis, the Open Molecules 2025 dataset).

```
78
Properties=species:S:1:pos:R:3:mulliken_charge:R:1
C -1.58 -2.43 -3.61 -1.14
C -1.07 -3.18 -2.42 -0.20
H -1.55 -3.02 -4.53 0.43
H -0.98 -1.52 -3.73 0.02
H -2.63 -2.10 -3.44 0.24
C -0.64 -4.44 -2.44 0.46
C -0.58 -5.28 -3.68 -1.78
H -0.28 -4.91 -1.52 0.36
H 0.00 -4.78 -4.47 0.34
H -1.59 -5.49 -4.07 0.35
H -0.09 -6.23 -3.46 0.37
Pb -0.20 0.95 -0.08 1.08
Cl -2.46 -0.01 0.93 -0.72
Cl 0.91 0.82 -3.79 -0.41
H 0.45 4.83 4.79 0.32
H -1.52 6.21 3.97 0.30
C 0.77 4.73 3.75 -0.96
C -1.21 6.02 2.93 -0.92
N -0.39 4.81 2.87 0.32
H 1.28 3.78 3.61 0.22
C -0.63 3.88 1.94 0.24
O 0.08 2.86 1.78 -0.46
H -2.09 5.86 2.30 0.29
H -1.52 4.09 1.32 0.18
H 1.46 5.57 3.53 0.33
H -0.64 6.89 2.57 0.32
H 2.18 -1.70 -3.36 0.14
H 2.18 -4.06 -1.58 0.24
C 3.19 -1.66 -2.91 -0.88
C 3.18 -3.62 -1.41 -0.79
N 3.15 -2.17 -1.56 0.26
H 3.54 -0.63 -2.90 0.31
C 2.92 -1.35 -0.51 0.03
O 2.74 -0.12 -0.61 -0.60
H 3.52 -3.88 -0.40 0.33
H 2.94 -1.87 0.46 0.50
H 3.86 -2.30 -3.50 0.33
H 3.87 -4.04 -2.15 0.33
O 0.07 -1.44 -1.41 -0.38
C -0.93 -2.31 -1.17 0.04
C 0.42 -3.51 0.67 0.80
C -0.81 -3.12 0.15 -0.01
H 1.33 -3.09 0.24 0.07
C 0.47 -4.42 1.73 -1.01
H -1.89 -1.77 -1.10 0.44
C -1.99 -3.53 0.77 -0.54
H 1.44 -4.73 2.11 0.37
C -0.72 -4.90 2.30 -0.50
C -1.95 -4.45 1.82 -0.74
H -2.94 -3.13 0.38 0.38
H -0.68 -5.65 3.09 0.36
H -2.89 -4.80 2.26 0.36
Si -0.15 2.49 -3.00 1.21
Cl -1.88 0.94 -2.20 -0.45
C 1.54 3.43 -2.71 -1.33
C -1.00 3.67 -1.66 -1.48
C -1.04 3.15 -4.53 -1.22
H 2.11 2.97 -1.90 0.30
H 1.40 4.49 -2.47 0.35
H 2.17 3.39 -3.61 0.36
H -0.61 2.76 -5.46 0.28
H -0.95 4.25 -4.54 0.29
H -2.11 2.89 -4.50 0.28
H -1.74 3.20 -1.01 0.37
H -1.54 4.43 -2.25 0.36
H -0.26 4.20 -1.04 0.34
S 0.94 -0.59 2.53 -0.27
C 0.17 0.35 3.67 0.38
N -1.15 0.68 3.53 0.35
C -1.78 1.56 4.36 -0.24
C -1.13 2.05 5.47 -0.68
C 0.21 1.69 5.70 -0.32
C 0.85 0.86 4.80 -0.77
H -1.67 0.34 2.68 -0.18
H -2.81 1.81 4.08 0.46
H -1.67 2.72 6.16 0.40
H 0.74 2.05 6.58 0.38
H 1.90 0.58 4.89 0.40
```

Results
HOMO-LUMO gap = 6.271 eV
Total energy = -98735.84516 eV
Net charge = -1
Relative energy (zero: lowest compared OMol25 entry of this formula, charge and spin) = 1.872 eV

# C7H14

2 unconnected molecules or ions with the total composition C7H14 (the ωB97M-V functional and the def2-TZVPD basis, the Open Molecules 2025 dataset).

```
21
Properties=species:S:1:pos:R:3:mulliken_charge:R:1
C 1.25 1.51 -1.52 -1.13
C -0.16 1.00 -1.43 -0.19
C -0.51 -0.28 -1.31 -0.12
C 0.45 -1.43 -1.19 -1.29
H 1.97 0.83 -1.07 0.30
H 1.54 1.64 -2.57 0.31
H 1.36 2.49 -1.03 0.31
H -0.95 1.75 -1.46 0.45
H -1.57 -0.52 -1.25 0.45
H -0.04 -2.33 -0.80 0.30
H 1.29 -1.19 -0.53 0.27
H 0.88 -1.69 -2.17 0.35
C -0.30 1.14 1.58 -0.75
C -1.07 0.05 1.64 0.05
C -0.61 -1.31 2.09 -1.05
H -0.70 2.09 1.25 0.32
H 0.77 1.10 1.79 0.25
H -2.11 0.14 1.35 0.33
H 0.45 -1.47 1.88 0.26
H -0.77 -1.42 3.17 0.33
H -1.18 -2.11 1.59 0.25
```

Results
HOMO-LUMO gap = 9.595 eV
Total energy = -7484.44798 eV
Structure (SMILES) = C/C=C\C.C=CC
Net charge = 0
Relative energy (zero: lowest compared OMol25 entry of this formula, charge and spin) = 1.846 eV

What did the first record say?
# C6H10NO

2 unconnected molecules or ions with the total composition C6H10NO in a non-equilibrium geometry (the ωB97M-V functional and the def2-TZVPD basis, the Open Molecules 2025 dataset).

```
18
Properties=species:S:1:pos:R:3:mulliken_charge:R:1
C 1.19 1.87 -1.50 -0.34
C 1.06 1.08 -0.45 0.26
C -2.33 -0.91 -2.01 -0.01
C 2.44 1.49 -0.82 -0.60
C -0.57 -1.43 2.12 -0.88
C 0.65 -0.56 1.16 -0.02
N 0.25 0.21 0.25 0.04
O -2.00 -0.17 -1.10 -0.54
H 0.88 2.55 -2.29 0.38
H -3.18 -0.85 -2.68 0.27
H -1.86 -1.88 -2.26 0.22
H 2.98 0.76 -1.36 0.20
H 3.03 2.10 -0.25 0.29
H -0.10 -2.13 2.82 0.33
H -0.98 -1.90 1.20 0.31
H -1.12 -0.71 2.60 0.34
H 1.62 -0.34 1.52 0.42
H -0.78 0.05 -0.10 0.33
```

Results
HOMO-LUMO gap = 8.848 eV
Total energy = -9909.81154 eV
Net charge = +1
Relative energy (zero: lowest compared OMol25 entry of this formula, charge and spin) = 4.582 eV

What did the eighth record say?
# C7H14

2 unconnected molecules or ions with the total composition C7H14 (the ωB97M-V functional and the def2-TZVPD basis, the Open Molecules 2025 dataset).

```
21
Properties=species:S:1:pos:R:3:mulliken_charge:R:1
C 1.25 1.51 -1.52 -1.13
C -0.16 1.00 -1.43 -0.19
C -0.51 -0.28 -1.31 -0.12
C 0.45 -1.43 -1.19 -1.29
H 1.97 0.83 -1.07 0.30
H 1.54 1.64 -2.57 0.31
H 1.36 2.49 -1.03 0.31
H -0.95 1.75 -1.46 0.45
H -1.57 -0.52 -1.25 0.45
H -0.04 -2.33 -0.80 0.30
H 1.29 -1.19 -0.53 0.27
H 0.88 -1.69 -2.17 0.35
C -0.30 1.14 1.58 -0.75
C -1.07 0.05 1.64 0.05
C -0.61 -1.31 2.09 -1.05
H -0.70 2.09 1.25 0.32
H 0.77 1.10 1.79 0.25
H -2.11 0.14 1.35 0.33
H 0.45 -1.47 1.88 0.26
H -0.77 -1.42 3.17 0.33
H -1.18 -2.11 1.59 0.25
```

Results
HOMO-LUMO gap = 9.595 eV
Total energy = -7484.44798 eV
Structure (SMILES) = C/C=C\C.C=CC
Net charge = 0
Relative energy (zero: lowest compared OMol25 entry of this formula, charge and spin) = 1.846 eV

What is the HOMO-LUMO gap in the fifth record?
10.215 eV